No. 1
C7H13BrO | ωB97M-V/def2-TZVPD

CARTESIAN COORDINATES (ANGSTROEM)
C (-0.70932, -0.81753, 1.06509)
C (-0.98368, -3.11027, 1.03132)
C (-0.47929, 0.00228, 0.01540)
C (-1.47596, 0.22435, -1.11992)
C (0.50982, 2.21658, 0.29466)
C (1.44582, 0.44158, -1.51563)
C (0.78927, 0.71244, -0.14185)
O (1.75083, 0.28008, 0.85045)
Br (-1.47637, -3.68329, 2.79227)
H (-1.71952, -1.22150, 1.08571)
H (0.00933, -0.86847, 1.87945)
H (0.17329, -3.39069, 1.08460)
H (-1.28241, 1.20742, -1.53515)
H (-2.52024, -0.06521, -0.97357)
H (-1.17554, -0.46588, -2.01420)
H (-0.36855, 2.65322, -0.38404)
H (1.45727, 2.72450, 0.07484)
H (0.12664, 2.12832, 1.39594)
H (0.88876, 1.02339, -2.32945)
H (2.48075, 0.80301, -1.57075)
H (1.38305, -0.76559, -1.60294)
H (1.17607, -0.02873, 1.61779)

ΔE to the lowest compared entry with this formula, charge and spin	3.756	eV
electronic energy	-2923.5479	Ha
net charge	0


No. 2
C7H10INO2S | ωB97M-V/def2-TZVPD

CARTESIAN COORDINATES (ANGSTROEM)
C (1.36521, 0.19280, -0.22972)
C (0.33704, 2.47877, -0.35316)
C (0.08558, -1.83769, -1.03680)
C (1.01570, 1.44879, 0.52721)
C (0.01392, -0.30537, -0.92626)
C (-0.49553, 1.57864, 0.55440)
C (-1.08999, 0.34233, -0.07901)
N (-1.65393, -1.00351, 0.80998)
O (-1.09404, -3.50102, 0.67470)
O (0.66954, -2.09926, 1.58694)
S (-0.47897, -2.21461, 0.66494)
I (-1.79932, -0.57630, 2.71219)
H (2.02478, 0.47100, -1.05307)
H (1.60258, -0.53128, 0.49722)
H (0.34673, 3.48291, -0.04838)
H (0.38807, 2.37624, -1.45335)
H (-0.59264, -2.29919, -1.61794)
H (1.00470, -2.20955, -1.07755)
H (1.51981, 1.84091, 1.36748)
H (-0.07398, -0.03436, -2.07153)
H (-1.12524, 1.89599, 1.36424)
H (-1.97004, 0.50376, -0.81254)

ΔE to the lowest compared entry with this formula, charge and spin	0.492	eV
electronic energy	-1173.7118	Ha
net charge	0


No. 3
C4H15N2O | ωB97M-V/def2-TZVPD

CARTESIAN COORDINATES (ANGSTROEM)
N (-0.44297, 1.34894, 0.14667)
C (-1.30815, 0.10558, 0.47540)
C (-0.28327, -1.02638, 0.59952)
N (0.47424, -1.11979, -0.62071)
C (-0.14954, -1.89399, -1.69737)
C (1.92289, -1.01686, -0.75192)
H (-0.00272, 1.20047, -0.76257)
H (0.33245, 1.37713, 0.79800)
H (-1.05017, 2.14807, 0.04379)
H (-1.88925, 0.01127, -0.43210)
H (-1.73569, 0.34567, 1.44261)
H (-0.74646, -1.98194, 0.85351)
H (0.36576, -0.77969, 1.44772)
H (0.26391, -2.91832, -1.62443)
H (0.22340, -1.62644, -2.68554)
H (-1.23083, -1.95141, -1.68021)
H (2.46110, -1.13577, 0.18610)
H (2.20317, -0.08688, -1.25648)
H (2.24915, -1.82166, -1.41466)
H (-1.10072, 3.66047, 1.74910)
H (-0.18581, 3.90928, 2.91979)
O (-0.37047, 3.25225, 2.26376)

ΔE to the lowest compared entry with this formula, charge and spin	1.882	eV
electronic energy	-345.8765	Ha
net charge	+1


No. 4
C9H14NP | ωB97M-V/def2-TZVPD

CARTESIAN COORDINATES (ANGSTROEM)
C (0.87904, -2.09253, -0.72027)
C (1.55290, -0.92785, -0.55755)
C (2.83496, -0.95421, 0.19569)
C (3.56875, 0.18518, 0.37387)
C (3.03227, 1.50825, 0.15005)
C (1.88637, 1.61204, -0.53443)
C (0.93974, 0.47050, -0.83350)
N (-0.36265, 0.76671, -0.19620)
P (-1.74030, 0.00383, -0.77187)
C (-2.25352, -1.39605, 0.39865)
C (-2.78594, 1.41158, -0.24572)
H (0.03110, -2.19422, -1.32270)
H (1.15415, -3.04864, -0.33971)
H (3.27278, -1.98003, 0.50006)
H (4.56847, 0.00885, 0.75576)
H (3.57903, 2.44981, 0.05766)
H (1.54870, 2.60568, -0.89702)
H (0.60340, 0.23276, -1.96690)
H (-0.18428, 0.70500, 0.87322)
H (-2.47270, -0.97802, 1.28075)
H (-3.17489, -1.97060, 0.04992)
H (-1.33726, -2.05828, 0.51092)
H (-2.30332, 2.32229, 0.17549)
H (-3.29887, 1.65785, -1.13993)
H (-3.54624, 0.97623, 0.35456)

ΔE to the lowest compared entry with this formula, charge and spin	0.992	eV
electronic energy	-747.3276	Ha
net charge	0
SMILES	C=C1C=CC=C[C@@H]1NP(C)C